No. 1
ORCA calculation (ωB97M-V/def2-TZVPD) on 2 unconnected molecules or ions with the total composition C17H17Br2NO4S2 at a distorted geometry.

```
! RIJCOSX wB97M-V def2-TZVPD def2/J DEFGRID3
* xyz 0 1
C 2.08 -1.90 0.23
C 0.58 -1.51 -0.16
Br -0.66 -2.75 0.83
C 0.18 0.03 0.11
Br 1.43 1.00 1.33
C 0.05 0.76 -1.33
C 1.29 1.43 -1.99
C 1.10 2.12 -3.38
C -0.30 2.09 -4.10
C -1.53 1.42 -3.44
C -1.37 0.76 -2.02
N -2.46 0.12 -1.25
C -3.39 -0.66 -2.10
C -3.92 -2.00 -1.47
C -4.94 -2.94 -2.16
C -5.44 -2.49 -3.58
C -4.91 -1.17 -4.25
C -3.90 -0.24 -3.51
S -3.22 1.34 -4.23
H 2.35 -2.83 -0.42
H 2.20 -2.27 1.32
H 2.87 -1.11 -0.02
H 0.41 -1.69 -1.28
H -0.83 0.01 0.67
H 2.27 1.39 -1.41
H 2.00 2.64 -3.84
H -0.37 2.62 -5.12
H -2.95 0.84 -0.71
H -3.54 -2.33 -0.43
H -5.29 -3.90 -1.65
H -6.21 -3.16 -4.11
H -5.29 -0.84 -5.27
C 3.10 1.75 4.51
C 3.52 0.36 4.96
O 4.73 0.55 5.69
S 4.67 1.99 6.43
O 4.25 1.79 7.79
O 5.86 2.72 6.09
O 3.43 2.61 5.60
H 3.68 2.07 3.64
H 2.04 1.81 4.28
H 3.68 -0.32 4.12
H 2.77 -0.07 5.64
*
```

Results
SMILES: C[C@@H](Br)[C@@H](Br)c1cccc2c1Nc1ccccc1S2.O=S1(=O)OCCO1
Calculated total energy: -6957.7893 hartree

---

No. 2
ORCA calculation (ωB97M-V/def2-TZVPD) on a single C3H4N2O3 molecule at a distorted geometry.

```
! RIJCOSX wB97M-V def2-TZVPD def2/J DEFGRID3
* xyz 0 1
C 1.24 0.20 -0.09
C -0.30 0.02 -0.07
C -1.02 1.33 -0.03
H 2.97 -0.84 0.17
H 1.47 -1.77 0.02
H -0.37 2.22 0.14
H -2.52 -0.43 0.05
N 1.98 -0.90 -0.03
N -0.78 -1.13 -0.05
O 1.72 1.31 -0.05
O -2.26 1.31 -0.04
O -2.14 -1.32 -0.03
*
```

Results
Energy relative to the best compared isomer or geometry (same formula, charge and spin): 52.0 kcal per mole
SMILES: NC(=O)/C(C=O)=N/O
Calculated total energy: -451.8969 hartree

---

No. 3
ORCA calculation (ωB97M-V/def2-TZVPD) on a molecular structure, C47H42F6OP3Sn at a distorted geometry.

```
! RIJCOSX wB97M-V def2-TZVPD def2/J DEFGRID3
* xyz 2 2
Sn 0.45 0.07 -0.46
C -0.42 -2.60 0.59
C -0.14 -3.01 -0.66
C -1.31 -2.72 -1.55
C -2.29 -2.05 -0.62
C -1.77 -2.01 0.62
H 0.20 -2.75 1.46
H 0.74 -3.53 -1.01
H -1.73 -3.68 -1.90
H -3.28 -1.73 -0.92
H -2.26 -1.64 1.51
O 0.46 4.06 1.82
C 0.20 4.12 3.16
C -0.23 5.24 3.87
C -0.53 5.10 5.22
C -0.41 3.87 5.86
C -0.02 2.76 5.14
C 0.28 2.88 3.79
P 0.66 1.41 2.78
C -0.84 0.42 3.05
C -0.99 -0.55 4.04
C -2.25 -1.08 4.29
C -3.35 -0.64 3.56
C -3.20 0.30 2.55
C -1.94 0.82 2.28
C 2.06 0.64 3.59
C 2.24 -0.75 3.55
C 3.35 -1.31 4.14
C 4.33 -0.49 4.69
C 4.17 0.90 4.69
C 3.05 1.46 4.13
C 0.49 5.11 0.94
C 0.88 6.41 1.22
C 0.80 7.37 0.22
C 0.37 7.04 -1.05
C 0.07 5.73 -1.36
C 0.13 4.76 -0.37
P -0.13 2.99 -0.76
C -1.87 2.78 -1.20
C -2.86 3.59 -0.62
C -4.20 3.31 -0.85
C -4.56 2.23 -1.65
C -3.59 1.42 -2.21
C -2.25 1.68 -1.97
C 0.84 2.90 -2.30
C 2.23 2.88 -2.12
C 3.07 2.91 -3.21
C 2.54 2.95 -4.49
C 1.16 2.96 -4.68
C 0.31 2.93 -3.59
H -0.39 6.19 3.39
H -0.87 5.96 5.77
H -0.62 3.79 6.92
H 0.04 1.79 5.62
H -0.15 -0.86 4.64
H -2.37 -1.82 5.06
H -4.33 -1.04 3.78
H -4.05 0.63 1.98
H -1.81 1.56 1.50
H 1.49 -1.38 3.08
H 3.48 -2.39 4.13
H 5.23 -0.93 5.10
H 4.95 1.53 5.12
H 2.93 2.54 4.11
H 1.27 6.68 2.19
H 1.10 8.39 0.45
H 0.29 7.81 -1.81
H -0.22 5.45 -2.37
H -2.57 4.43 -0.01
H -4.96 3.93 -0.41
H -5.61 2.02 -1.83
H -3.86 0.58 -2.84
H -1.49 1.04 -2.42
H 2.64 2.86 -1.11
H 4.14 2.90 -3.06
H 3.20 2.97 -5.35
H 0.75 3.00 -5.68
H -0.76 2.98 -3.74
C -0.76 -2.24 -6.16
C -0.48 -1.06 -5.21
C -1.43 0.10 -5.56
C 0.98 -0.60 -5.35
C -0.72 -1.51 -3.84
C -0.95 -1.96 -2.75
H -0.59 -1.93 -7.19
H -1.79 -2.58 -6.06
H -0.09 -3.07 -5.94
H -1.26 0.41 -6.59
H -1.25 0.96 -4.91
H -2.47 -0.21 -5.46
H 1.10 -0.03 -6.27
H 1.65 -1.47 -5.40
H 1.29 0.02 -4.51
F 2.83 0.73 0.07
P 3.69 -0.50 -0.76
F 2.55 -0.22 -1.96
F 4.58 -0.71 0.52
F 4.62 0.60 -1.38
F 2.51 -1.50 -0.10
F 4.28 -1.70 -1.56
*
```

Results
Energy relative to the best compared isomer or geometry (same formula, charge and spin): 35.8 kcal per mole
Calculated total energy: -3728.5703 hartree
<S²>: 0.767

---

- Among the records above, which one has the lowest calculated total energy?
  C17H17Br2NO4S2

---

- What is the formula in the third record?
  C47H42F6OP3Sn

---

- Number 3 is which compound?
  C47H42F6OP3Sn

---

- Number 2 is which compound?
  C3H4N2O3